1.
The following is a quantum chemistry calculation of a structure of composition CClF2O2S, from OMol25.

DFT total energy (eV): -33924.9478
Orbital gap (eV): 8.53
Net charge: -1
Relative energy (zero: lowest compared OMol25 entry of this formula, charge and spin) (eV): 1.192

```
7
Properties=species:S:1:pos:R:3:forces:R:3:mulliken_charge:R:1
C -0.565858 -0.333649 -0.101983 -1.387 0.279 0.899 0.29
O 1.923393 -0.550162 -0.285732 1.461 -1.956 0.361 -0.51
O 1.381424 1.682476 0.538683 -0.196 -0.587 -0.476 -0.53
F -0.406356 -0.612956 1.199653 -0.576 -0.354 -1.066 -0.14
F -0.860524 -1.451183 -0.767661 0.369 0.607 0.714 -0.14
S 1.274518 0.694409 -0.537485 -1.074 2.446 -0.342 0.57
Cl -2.746596 0.571065 -0.045475 1.403 -0.435 -0.090 -0.55
```
Forces are in eV/Å.



2.
The following is a quantum chemistry calculation of a structure of composition C3H5KO4, from OMol25.

DFT total energy (eV): -27706.1006
Orbital gap (eV): 6.88
Net charge: 0
Relative energy (zero: lowest compared OMol25 entry of this formula, charge and spin) (eV): 1.718

```
13
Properties=species:S:1:pos:R:3:forces:R:3:mulliken_charge:R:1
O 1.071268 2.203540 -0.344615 -0.026 -1.516 -0.140 -0.50
C 1.261737 1.161370 0.237823 -1.743 1.778 0.884 0.65
C -1.435125 -1.008726 -0.346701 0.091 0.252 -0.700 -0.42
O -0.378319 -1.573879 -1.035562 -2.276 0.098 -0.151 -0.99
O 0.384497 0.220776 0.604534 0.155 0.712 -0.416 -0.23
C -0.969074 0.364034 0.129144 -0.701 0.380 -1.006 -0.36
H -1.906555 -1.537875 0.509278 0.590 -0.542 0.026 0.20
H -2.309209 -0.820817 -1.007612 0.066 0.082 0.144 0.24
H -1.568218 0.841490 0.912443 0.135 -0.148 -0.012 0.34
H -1.004395 0.980811 -0.780344 0.474 0.151 0.535 0.28
O 2.392316 0.917480 0.921499 1.577 -1.033 -0.011 -0.46
H 3.065001 0.587655 0.312821 0.220 0.445 0.107 0.32
K 1.396070 -2.335863 -0.112713 1.438 -0.658 0.740 0.94
```
Forces are in eV/Å.



Listing F_max for the structures above in their given order: 2.7; 2.6 eV/Å.